Entry 1:
{
  "formula": "C2H6N4",
  "method": "ωB97M-V/def2-TZVPD",
  "species": ["C", "N", "N", "C", "H", "H", "H", "H", "H", "H", "N", "N"],
  "positions_angstrom": [[-0.684, -0.370, 0.159], [1.778, -0.625, -0.113], [-2.758, -0.392, -0.039], [2.906, 0.012, -0.177], [0.633, 1.143, -0.066], [-0.678, -1.360, 0.518], [3.256, 1.095, 0.097], [-3.611, 0.481, -1.480], [3.768, -0.803, -0.515], [-3.609, 0.283, 1.649], [-1.558, 0.200, -0.484], [0.558, 0.337, 0.451]],
  "mulliken_charge": [-0.009, -0.281, -0.497, -0.222, 0.309, 0.401, 0.251, 0.170, 0.229, 0.072, -0.119, -0.307],
  "total_charge": 0,
  "spin_multiplicity": 1,
  "e_above_lowest_kj_mol": 1254.6,
  "homo_ha": -0.3135,
  "lumo_energy_ev": -1.7
}


Entry 2:
{
  "formula": "C3H9NO2",
  "method": "ωB97M-V/def2-TZVPD",
  "species": ["H", "H", "H", "O", "C", "H", "C", "H", "C", "H", "H", "H", "O", "N", "H"],
  "positions_angstrom": [[1.127, 1.517, -1.231], [-0.418, -0.184, -1.493], [0.818, -0.568, 0.880], [-0.855, 1.215, 0.908], [1.216, -1.423, 0.341], [-0.292, 2.676, -0.816], [0.075, 1.682, -1.022], [-0.897, 1.195, 2.797], [0.417, -2.366, -0.143], [2.288, -1.457, 0.182], [-1.550, 0.744, -0.578], [-0.651, -2.350, 0.044], [-1.277, 1.798, 2.143], [-0.796, 0.742, -1.321], [0.795, -3.221, -0.692]],
  "mulliken_charge": [0.281, 0.277, 0.237, -0.538, -0.396, 0.223, -0.105, 0.294, -0.620, 0.229, 0.356, 0.304, -0.422, -0.364, 0.242],
  "total_charge": 0,
  "spin_multiplicity": 1,
  "e_above_lowest_kj_mol": 667.2,
  "homo_ha": [-0.2971, -0.2972],
  "lumo_energy_ev": [0.3, 0.3]
}


Entry 3:
{
  "formula": "C34H94N14O27",
  "method": "ωB97M-V/def2-TZVPD",
  "species": ["H", "H", "O", "N", "O", "H", "H", "C", "H", "N", "C", "H", "H", "H", "H", "H", "H", "O", "O", "H", "C", "H", "H", "C", "H", "O", "C", "N", "C", "H", "H", "H", "O", "C", "H", "H", "C", "C", "C", "H", "O", "O", "H", "N", "H", "H", "H", "C", "H", "H", "C", "H", "N", "O", "H", "H", "O", "H", "H", "H", "H", "O", "H", "C", "H", "C", "H", "H", "H", "C", "N", "H", "H", "H", "H", "H", "H", "N", "N", "H", "H", "H", "N", "H", "H", "O", "H", "C", "H", "H", "H", "H", "H", "H", "H", "H", "H", "H", "O", "C", "C", "N", "N", "C", "O", "C", "O", "H", "O", "H", "C", "H", "O", "O", "C", "H", "N", "N", "H", "H", "H", "C", "H", "C", "H", "H", "C", "C", "N", "H", "H", "H", "C", "H", "H", "H", "O", "O", "O", "O", "O", "C", "H", "H", "H", "H", "O", "H", "C", "H", "C", "O", "O", "C", "C", "H", "C", "H", "H", "H", "H", "H", "C", "H", "H", "H", "O", "H", "H"],
  "positions_angstrom": [[0.944, 2.617, 2.128], [1.326, -4.803, 5.595], [-2.767, 0.042, 6.532], [0.429, 2.834, 4.237], [0.158, -6.074, 4.676], [-0.977, -1.145, 2.132], [-7.660, 3.410, 0.402], [0.025, 4.341, -0.095], [1.266, 4.659, 3.412], [-2.063, -5.270, 2.071], [-7.166, 3.750, 1.313], [0.447, -8.242, 4.713], [2.891, -1.324, -0.387], [-5.475, 3.082, -0.840], [-0.155, -7.405, 3.231], [2.089, 1.980, 3.428], [-3.342, 1.795, 0.991], [-2.328, -6.454, 2.056], [6.160, -1.552, -1.164], [-0.170, -2.475, -7.436], [-1.666, -3.164, -1.708], [0.747, 1.285, -5.868], [-2.040, 5.809, -0.042], [0.478, 1.889, 5.422], [5.039, -0.417, -6.515], [-4.024, -0.046, 1.894], [2.141, -5.430, 3.518], [-0.316, 4.227, -2.618], [0.891, 0.277, -0.154], [-0.336, 3.348, 8.183], [-0.135, 1.521, 7.374], [3.630, 1.227, -2.074], [7.080, -0.364, -2.730], [1.287, 1.674, -5.005], [-1.209, -7.524, 4.531], [-0.105, -1.050, -6.351], [-0.340, 2.320, 6.662], [-5.521, 1.846, 1.564], [1.232, 4.193, 4.397], [-5.436, 3.934, 3.406], [-4.074, 0.914, 5.079], [-1.429, 1.027, -2.778], [3.236, -0.641, 0.992], [6.668, -0.479, -1.571], [-0.806, -3.556, -1.165], [1.588, 2.702, -5.206], [-6.118, 1.835, 2.476], [1.069, 2.055, 3.053], [-0.900, 3.681, 2.997], [2.020, 1.951, -2.201], [-1.784, -5.168, -3.408], [-2.436, -5.763, -2.767], [2.182, -3.624, -1.200], [2.529, 0.921, -4.727], [0.991, -2.409, -6.139], [-5.373, 4.864, -0.275], [1.281, 3.737, -0.372], [3.201, 3.900, -0.601], [0.062, 0.907, 5.199], [3.925, -6.332, 4.134], [-3.908, 3.983, 2.491], [2.909, -1.169, 2.921], [-3.066, -4.428, -0.660], [-1.898, 5.439, -1.057], [0.740, -4.098, 2.453], [-4.972, 4.218, 2.461], [-0.775, -5.498, -3.162], [3.964, -2.105, -5.144], [2.149, -4.069, 1.913], [-5.160, 3.810, -0.092], [3.815, 4.076, -4.212], [4.056, -4.582, 4.113], [-2.132, 6.250, -1.746], [-2.047, -2.670, -5.803], [6.295, 0.426, -4.599], [-7.261, 4.832, 1.219], [0.602, 1.645, -4.158], [1.685, -4.141, 2.807], [-5.700, 3.376, 1.367], [1.879, -6.440, 5.522], [-1.509, 2.144, 3.736], [-0.882, -3.966, -5.915], [3.237, -0.458, -0.002], [-0.670, 4.739, -3.413], [4.046, -5.468, 2.595], [-2.915, 0.100, -1.692], [4.956, 1.363, -4.161], [-0.145, -7.415, 4.321], [-6.108, 1.340, 0.798], [0.700, 4.852, 5.084], [4.216, -0.420, -0.248], [-1.474, -0.586, 0.615], [1.888, -6.244, 2.838], [-3.177, -2.208, -3.830], [2.440, 1.523, 0.409], [-2.638, 4.640, -1.101], [0.118, 4.874, 0.851], [2.174, 5.400, -0.812], [3.935, 4.070, -5.411], [3.617, -5.436, 3.596], [-0.617, -1.046, 1.108], [-2.377, 1.074, -2.000], [3.023, -1.088, 4.120], [-0.448, 5.098, -1.320], [-2.791, 2.110, -1.551], [-3.298, -3.196, -3.386], [2.682, 4.361, -3.762], [3.557, 1.647, -6.440], [-2.405, -0.185, 4.445], [2.790, 0.054, -6.687], [-4.050, -3.198, -2.070], [-2.008, -5.290, -4.468], [6.812, 0.418, -0.785], [4.730, 3.643, -3.462], [4.345, -1.224, -4.627], [5.163, -1.577, -3.998], [-3.094, 0.269, 5.369], [-1.809, -3.625, -3.158], [0.571, 3.855, -2.927], [0.314, 1.201, -0.181], [2.262, 4.057, 4.725], [3.243, 0.723, -5.955], [1.845, -3.328, 3.385], [2.382, 4.509, -0.220], [-0.684, 3.530, 0.070], [5.784, 1.725, -5.410], [2.582, 1.106, -1.804], [-3.024, -3.411, -1.051], [5.464, 0.910, -4.907], [-3.682, 1.657, 2.770], [-5.311, 5.253, 2.441], [-7.695, 3.627, 2.258], [-1.019, 3.101, 3.912], [-1.451, 3.739, 4.684], [-1.412, -2.105, -1.685], [2.525, 4.790, 0.824], [2.396, -3.656, 0.005], [-1.084, -4.844, 1.486], [0.051, 3.468, 7.313], [2.397, -2.672, -1.950], [0.675, -0.278, 1.113], [-0.029, -2.136, -6.410], [-4.721, -4.056, -2.018], [-1.410, 2.220, 6.479], [-3.199, -2.703, -0.242], [0.517, 1.118, 2.975], [1.601, -4.592, -1.665], [-4.610, -2.295, -1.829], [-4.009, 1.407, 1.761], [0.238, 5.924, -1.509], [1.508, -5.624, 4.902], [3.155, -2.092, 4.771], [2.921, -0.015, 4.669], [-0.756, -2.981, -4.048], [4.578, -0.097, -5.581], [-0.778, 3.336, -2.505], [-1.017, -2.941, -5.570], [-3.542, -0.268, 2.694], [2.261, 0.252, -2.401], [-0.565, -1.932, -3.823], [-3.847, -3.810, -4.099], [0.599, -0.453, -0.908], [2.301, 0.765, -0.361], [3.549, -1.023, -3.910], [-4.090, 3.652, 0.035], [1.513, 1.789, 5.747], [-2.924, -4.550, 2.446], [-0.582, -2.083, 0.775], [0.156, -3.558, -3.892]],
  "mulliken_charge": [-0.164, 0.173, -0.704, 0.391, -0.331, 0.329, 0.374, -0.802, 0.249, 1.026, -0.974, 0.321, -0.426, 0.409, 0.285, 0.592, -0.277, -0.722, -0.646, 0.471, -0.510, 0.378, 0.403, -0.155, 0.437, -0.565, 0.739, 0.215, 0.341, 0.390, 0.532, 0.491, -0.736, -0.732, 0.279, 0.211, -1.107, -1.044, -0.707, 0.460, -0.661, -0.739, 0.332, 1.039, 0.209, 0.426, 0.461, -0.692, 0.381, -0.661, -0.995, 0.358, 0.768, 0.284, 0.300, 0.460, 0.788, 0.156, 0.256, 0.475, 0.221, -0.775, 0.408, -1.648, -0.050, -0.865, 0.268, 0.362, 0.380, -0.299, 1.073, 0.251, 0.514, 0.313, 0.335, 0.432, -0.194, 0.521, 0.098, 0.369, 0.207, 0.316, 0.685, 0.455, 0.439, -0.707, -0.334, -0.767, 0.265, 0.330, 0.415, 0.231, 0.255, 0.464, 0.058, 0.262, 0.666, 0.311, -0.664, -1.676, -0.536, 1.063, 0.922, 0.395, -0.632, -0.732, -0.641, 0.391, -0.385, 0.419, -0.687, 0.364, -0.645, -0.698, -0.709, 0.433, 0.860, 1.386, -0.123, -0.444, 0.327, -0.874, 0.205, -0.911, -0.210, 0.487, -0.785, -0.249, 0.207, -0.173, 0.380, 0.373, -1.017, 0.440, -0.492, 0.142, -0.796, -0.590, -0.533, -0.507, 0.174, -1.260, 0.409, 0.320, 0.075, 0.338, -0.717, 0.232, 1.143, 0.476, -0.612, -0.667, -0.728, -0.469, 0.097, -0.004, -0.373, 0.318, 0.040, 0.035, 0.361, 0.239, 0.747, -0.241, -0.346, 0.549, -0.688, -0.006, 0.366],
  "total_charge": 0,
  "spin_multiplicity": 1,
  "homo_ha": -0.2435,
  "lumo_energy_ev": -1.1
}


Entry 4:
{
  "formula": "C3H7N3O",
  "method": "ωB97M-V/def2-TZVPD",
  "species": ["H", "N", "C", "H", "H", "C", "H", "N", "O", "H", "H", "H", "N", "C"],
  "positions_angstrom": [[-2.275, 0.730, 1.424], [-0.264, -0.199, -0.927], [-0.110, -1.365, 0.297], [1.695, -0.117, 2.344], [-0.368, -2.360, -0.039], [0.590, 0.973, -1.180], [0.474, 1.664, -0.352], [0.762, -1.316, 1.240], [1.080, 0.019, 1.614], [-0.393, -0.800, -1.732], [1.635, 0.669, -1.243], [0.273, 1.447, -2.108], [-1.728, 0.877, 0.579], [-1.370, -0.222, 0.082]],
  "mulliken_charge": [0.261, -0.142, -0.032, 0.343, 0.407, -0.784, 0.278, -0.555, -0.364, 0.337, 0.297, 0.327, -0.559, 0.186],
  "total_charge": 0,
  "spin_multiplicity": 1,
  "e_above_lowest_kj_mol": 604.0,
  "homo_ha": -0.2761,
  "lumo_energy_ev": 0.7
}